DFT (ωB97M-V/def2-TZVPD) results for a molecular structure, C21H16BClF2N5O2S2Sc.

Atoms and positions in Å:
H1 3.430 -2.316 -0.162
C1 3.611 -1.246 -0.290
H2 1.899 -2.726 2.851
H3 3.148 1.291 -4.469
F1 -0.530 1.294 2.761
S1 -3.157 0.566 -1.804
F2 -2.522 1.198 1.687
N1 1.256 -1.297 0.846
H4 1.704 2.318 -4.291
C2 -0.870 3.258 -0.898
H5 1.434 1.656 0.881
O1 0.415 0.587 -2.771
B1 -1.279 0.748 1.814
C3 -5.354 -0.903 -3.302
C4 1.400 3.740 0.499
H6 3.670 0.112 -2.545
N2 -6.291 -0.321 -3.643
H7 3.748 -0.840 0.716
C5 -1.478 -2.432 4.695
C6 0.957 -2.644 3.376
Sc1 -0.670 0.202 -1.158
C7 2.430 -0.601 -0.953
C8 -0.400 4.532 -0.847
H8 1.174 5.848 -0.033
C9 -1.305 -1.783 3.489
H9 1.568 -3.871 5.001
H10 -0.597 -3.692 6.214
H11 -1.754 3.025 -1.480
C10 -4.216 -1.671 -2.920
Cl1 2.895 3.996 1.377
C11 0.162 -1.188 1.567
C12 -0.071 -1.855 2.789
N3 -0.280 2.178 -0.242
C13 2.642 0.055 -2.212
C14 2.070 1.288 -4.309
N4 1.260 -0.637 -0.335
H12 -2.438 -2.358 5.194
H13 1.579 0.780 -5.143
C15 0.761 -3.281 4.580
H14 4.516 -1.095 -0.878
S2 -1.765 -2.072 -1.813
C16 0.906 2.478 0.419
N5 -4.319 -4.148 -3.627
C17 0.768 4.852 -0.105
C18 -4.244 -3.043 -3.302
H15 -0.933 5.301 -1.393
C19 1.694 0.610 -3.021
C20 -3.141 -1.117 -2.229
O2 -0.884 -0.343 1.081
C21 -0.453 -3.185 5.269
H16 -2.146 -1.251 3.063

Atomic forces in eV per Å
H 0.030 -0.001 0.029
C -0.088 0.000 -0.013
H 0.001 -0.001 0.004
H 0.006 -0.003 0.001
F 0.090 -0.110 0.017
S 0.114 0.023 0.086
F 0.031 -0.054 -0.075
N -0.107 -0.002 0.022
H 0.011 0.007 -0.016
C -0.106 -0.128 0.098
H -0.029 -0.025 0.002
O -0.193 -0.026 0.219
B -0.172 0.384 0.107
C 0.027 0.012 -0.019
C -0.164 0.058 -0.108
H 0.010 0.002 -0.008
N -0.009 -0.012 0.019
H 0.016 -0.012 0.010
C 0.031 -0.024 0.021
C -0.014 0.021 -0.015
Sc 0.178 -0.105 -0.165
C 0.228 -0.036 -0.022
C 0.109 0.026 0.077
H 0.000 -0.005 0.000
C 0.033 0.000 -0.055
H 0.008 0.005 -0.009
H -0.002 0.003 -0.001
H -0.014 -0.010 0.037
C 0.013 -0.028 0.040
Cl 0.049 0.019 0.027
C 0.091 0.113 -0.156
C -0.023 -0.081 0.136
N -0.002 0.053 -0.067
C -0.124 -0.016 0.091
C -0.077 -0.017 0.011
N -0.169 0.051 -0.040
H 0.000 -0.001 0.003
H 0.004 0.023 -0.011
C -0.008 -0.011 0.014
H -0.004 0.004 -0.007
S 0.042 0.036 0.058
C 0.036 0.067 -0.020
N 0.007 0.011 -0.020
C 0.031 -0.080 0.012
C -0.017 0.013 0.046
H 0.000 0.007 0.009
C 0.190 -0.026 -0.065
C -0.042 -0.012 -0.137
O -0.020 -0.140 -0.129
C -0.016 0.020 -0.027
H 0.012 0.007 -0.013

Calculated values
Frontier orbital gap (spin up / spin down), hartree: 0.17538 / 0.16324
HOMO (spin up / spin down), eV: -0.391 / -0.069
E, Eh: -3476.32755
Energy above the lowest of the compared OMol25 structures with the same formula, charge and spin, kcal per mole: 11.0
Charge: -2
LUMO (spin up / spin down), eV: 4.38 / 4.37

Table of Mulliken atomic charges, one value per atom, all in e: H 0.27; C -1.46; H 0.41; H 0.34; F -0.25; S -0.54; F -0.25; N -0.97; H 0.28; C -0.59; H 0.40; O -0.65; B 0.94; C 0.03; C 0.09; H 0.08; N -0.62; H 0.30; C -0.69; C -0.73; Sc 0.16; C 1.12; C -0.49; H 0.41; C -0.48; H 0.35; H 0.35; H 0.25; C 0.19; Cl -0.32; C 0.00; C 0.95; N 0.36; C -1.00; C -1.41; N 0.83; H 0.36; H 0.29; C -0.42; H 0.40; S -0.46; C -0.31; N -0.61; C -0.60; C 0.00; H 0.38; C 0.92; C 1.07; O -0.50; C -0.54; H 0.37



DFT (ωB97M-V/def2-TZVPD) results for a molecular structure, C21H16Cl2CsN4O3.

Atoms and positions in Å:
C1 0.981 -4.913 -0.811
H1 1.530 -4.198 -1.430
H2 1.049 -2.917 2.009
H3 0.171 -5.344 -1.394
C2 0.095 2.555 4.283
C3 0.434 -4.151 0.374
C4 -3.084 1.566 -1.203
H4 3.881 -2.751 -1.597
C5 -1.176 3.041 4.028
Cs1 -1.403 -0.937 1.251
N1 2.874 -1.417 -0.402
Cl1 0.811 2.671 5.871
H5 -2.992 3.648 -1.677
H6 1.691 -5.679 -0.498
C6 -1.715 2.920 2.758
C7 1.654 0.174 1.016
C8 0.313 1.856 1.970
C9 3.998 -0.774 -2.420
H7 2.494 1.861 -0.918
C10 -2.720 1.735 0.256
H8 4.589 -1.073 -3.275
O1 -3.533 1.262 1.091
C11 3.608 0.546 -2.226
H9 3.889 1.314 -2.936
H10 -4.051 0.918 -4.825
C12 2.503 -0.148 -0.217
C13 -3.562 2.441 -3.374
C14 -0.997 2.344 1.711
H11 -3.672 3.272 -4.061
H12 2.365 -3.481 1.011
O2 -0.743 -3.856 0.422
C15 -3.771 1.138 -3.804
H13 1.561 -4.639 2.097
N2 -1.518 2.247 0.415
H14 1.807 1.568 3.471
H15 -3.730 -0.919 -3.192
N3 1.092 1.354 0.929
C16 -3.200 2.658 -2.059
C17 -3.600 0.115 -2.887
C18 0.821 1.960 3.265
C19 1.410 -3.774 1.443
H16 -2.720 3.268 2.569
O3 1.512 -0.720 1.892
C20 3.600 -1.707 -1.482
N4 -3.272 0.308 -1.610
Cl2 -2.126 3.797 5.281
C21 2.850 0.862 -1.117

Atomic forces in eV per Å
C 0.024 0.084 -0.011
H 0.007 -0.007 0.010
H 0.070 -0.111 0.060
H -0.002 -0.012 0.008
C 0.076 -0.033 0.013
C 0.108 -0.096 -0.151
C 0.040 0.063 0.050
H 0.005 0.001 -0.014
C -0.067 0.021 -0.020
Cs -0.123 0.100 -0.043
N 0.000 0.027 -0.056
Cl -0.007 -0.002 -0.007
H -0.004 -0.003 0.008
H -0.011 -0.008 0.021
C 0.048 -0.007 0.032
C -0.116 -0.035 -0.075
C 0.020 0.035 0.014
C 0.013 -0.012 -0.022
H -0.006 -0.003 0.004
C 0.063 -0.021 0.045
H 0.002 0.001 0.001
O 0.133 -0.033 0.062
C -0.006 0.020 0.006
H 0.001 -0.001 0.000
H 0.003 -0.015 0.002
C 0.005 -0.088 0.128
C 0.011 0.040 0.022
C -0.011 -0.014 -0.096
H 0.000 -0.001 0.004
H 0.007 -0.019 -0.020
O -0.071 0.013 0.047
C -0.008 -0.023 -0.020
H -0.024 -0.001 -0.003
N -0.012 -0.097 0.025
H 0.001 0.000 0.010
H -0.007 0.000 -0.008
N -0.060 0.095 -0.072
C -0.014 -0.017 -0.036
C 0.025 -0.028 0.013
C -0.044 0.017 0.007
C -0.025 0.064 0.099
H -0.003 0.003 0.017
O -0.005 0.056 -0.022
C -0.019 0.001 0.053
N -0.033 0.032 -0.058
Cl 0.000 -0.005 0.000
C 0.018 0.019 -0.028

Calculated values
Frontier orbital gap, hartree: 0.22965
HOMO, eV: -4.162
E, Eh: -2195.25342
Energy above the lowest of the compared OMol25 structures with the same formula, charge and spin, kcal per mole: 1.5
Charge: -1
LUMO, eV: 2.09

Table of Mulliken atomic charges, one value per atom, all in e: C -1.06; H 0.18; H 0.04; H 0.33; C 0.08; C 0.80; C 0.53; H 0.42; C 0.02; Cs 1.07; N -0.14; Cl -0.26; H 0.40; H 0.34; C -0.40; C -0.30; C 0.62; C -0.78; H 0.45; C -0.27; H 0.36; O -0.68; C -0.34; H 0.41; H 0.36; C 0.42; C -0.43; C 0.13; H 0.38; H 0.24; O -0.61; C -0.44; H 0.41; N -0.44; H 0.44; H 0.38; N -0.22; C -0.46; C -0.25; C -0.45; C -0.66; H 0.42; O -0.74; C -0.12; N -0.30; Cl -0.26; C -0.61



charge of number 2 (C21H16Cl2CsN4O3)? -1



charge of number 2 (C21H16Cl2CsN4O3)? -1



Which of these has the lowest E? C21H16BClF2N5O2S2Sc